51
Properties=species:S:1:pos:R:3 method="wB97M-V/def2-TZVPD" e_homo_ev=-4.409 total_charge=-1 gap_ev=7.307 lumo_energy_ev=2.90 molar_mass_da=297.0
O 0.08 -0.27 3.12
C -0.20 0.33 2.11
O -1.32 1.20 2.19
C 0.49 0.30 0.80
B 0.45 -1.27 0.18
B 0.59 -1.24 -1.52
O 1.71 -0.79 -2.24
O -0.44 -1.69 -2.41
H -2.04 0.75 1.72
H 0.00 1.02 0.15
H 1.51 0.63 0.99
H 1.37 -1.92 0.69
H -0.61 -1.81 0.52
H 1.49 -0.07 -2.85
H -1.27 -1.25 -2.19
C -4.22 -0.53 3.35
C -4.55 -1.78 2.55
C -5.01 -2.92 3.45
O -3.45 -2.16 1.74
H -3.42 -0.72 4.07
H -3.89 0.26 2.68
H -5.10 -0.17 3.90
H -5.33 -1.55 1.83
H -4.21 -3.19 4.15
H -5.25 -3.80 2.86
H -5.89 -2.63 4.03
H -2.66 -2.33 2.28
C 0.82 0.21 -7.46
C 1.24 -0.34 -6.11
C 0.40 -1.53 -5.68
O 1.19 0.68 -5.11
H -0.22 0.55 -7.42
H 1.44 1.06 -7.74
H 0.89 -0.55 -8.24
H 2.29 -0.63 -6.15
H -0.66 -1.23 -5.59
H 0.71 -1.89 -4.70
H 0.46 -2.34 -6.41
H 0.27 0.96 -5.01
C 4.33 3.77 3.17
C 3.08 2.94 2.91
C 3.03 1.70 3.78
O 2.98 2.59 1.53
H 5.22 3.19 2.94
H 4.33 4.66 2.54
H 4.38 4.09 4.21
H 2.19 3.55 3.10
H 3.89 1.06 3.57
H 2.13 1.12 3.59
H 3.05 1.96 4.84
H 3.72 2.02 1.30

=====

87
Properties=species:S:1:pos:R:3 method="wB97M-V/def2-TZVPD" relative_energy_ev=0.000 e_homo_ev=-12.358 total_charge=+1 gap_ev=9.927 lumo_energy_ev=-2.43 molar_mass_da=867.4
Ca 0.47 0.77 1.48
F 1.68 -3.39 3.58
C 1.66 -3.02 2.31
F 0.43 -2.59 2.00
F 1.96 -4.06 1.54
S 2.91 -1.66 2.01
O 2.21 -0.77 1.07
O 4.10 -2.29 1.57
N 3.09 -0.95 3.43
S 2.09 0.20 3.76
O 2.30 1.44 3.00
O 0.67 -0.19 3.66
C 2.47 0.53 5.53
F 1.62 1.47 5.94
F 2.29 -0.57 6.23
F 3.71 0.96 5.64
F -1.67 3.66 -4.37
C -1.42 2.65 -3.55
C -0.47 2.79 -2.56
F 0.20 3.93 -2.41
C -0.23 1.72 -1.72
F 0.73 1.87 -0.76
C -0.91 0.52 -1.81
S -0.61 -0.76 -0.63
C -1.86 0.41 -2.82
F -2.53 -0.73 -2.98
C -2.12 1.46 -3.69
F -3.02 1.33 -4.64
C 1.31 -7.11 -2.11
C 0.73 -5.80 -1.58
C -0.15 -5.11 -2.61
C -0.74 -3.78 -2.12
Ge 0.58 -2.38 -1.85
C 1.24 -1.44 -3.43
C 1.74 -2.42 -4.50
C 2.80 -3.39 -3.99
C 3.27 -4.35 -5.07
H 1.93 -7.60 -1.36
H 1.92 -6.94 -3.00
H 0.51 -7.80 -2.39
H 1.56 -5.14 -1.28
H 0.15 -5.99 -0.68
H -0.97 -5.78 -2.88
H 0.42 -4.95 -3.54
H -1.26 -3.93 -1.17
H -1.48 -3.39 -2.82
H 1.68 -2.72 -0.85
H 2.04 -0.77 -3.10
H 0.44 -0.82 -3.84
H 2.15 -1.85 -5.34
H 0.89 -2.98 -4.90
H 2.40 -3.97 -3.15
H 3.65 -2.83 -3.59
H 2.43 -4.95 -5.45
H 4.03 -5.04 -4.69
H 3.70 -3.81 -5.92
C -0.60 3.67 4.36
C -1.84 3.36 3.53
C -2.55 2.13 4.11
P -1.39 3.06 1.76
C -0.59 4.61 1.13
C 0.93 4.57 1.31
C -1.16 5.93 1.67
C -2.98 2.93 0.81
C -3.45 1.48 0.69
C -4.13 3.82 1.31
H -0.87 3.74 5.41
H -0.12 4.61 4.08
H 0.15 2.88 4.27
H -2.52 4.22 3.56
H -1.91 1.25 4.06
H -3.48 1.90 3.60
H -2.78 2.31 5.16
H -0.79 4.57 0.05
H 1.21 4.56 2.37
H 1.38 5.46 0.87
H 1.39 3.71 0.83
H -0.95 6.05 2.73
H -2.23 6.03 1.52
H -0.68 6.76 1.16
H -2.69 3.27 -0.19
H -3.73 1.06 1.65
H -2.69 0.84 0.25
H -4.33 1.43 0.04
H -4.44 3.54 2.31
H -4.99 3.70 0.65
H -3.87 4.88 1.31